Entry 1:
The following is a DFT calculation (ωB97M-V/def2-TZVPD) of a molecular structure, C30H31N5O4RuS2.

CARTESIAN COORDINATES (ANGSTROEM)
Ru (0.85418, 0.05521, 0.41181)
C (-3.66019, 0.56740, 0.52820)
C (-2.82803, 1.78691, 0.85566)
C (-3.34169, 3.05408, 0.59513)
C (-2.62174, 4.19093, 0.89345)
C (-1.35793, 4.07920, 1.46057)
C (-0.79949, 2.83920, 1.72717)
C (0.55252, 2.75563, 2.39500)
C (-1.55493, 1.70021, 1.41031)
N (-0.97715, 0.38035, 1.60928)
C (-1.38091, -0.35872, 2.52623)
C (-2.39074, -0.08825, 3.57618)
C (-0.35515, -2.49382, 1.62262)
C (-0.53757, -3.92456, 1.95198)
N (0.10333, -1.97068, 0.59196)
C (0.69115, -2.69659, -0.52049)
C (1.74348, -3.59705, -0.33281)
C (2.43910, -3.80394, 0.99296)
C (2.20856, -4.29277, -1.44430)
C (1.68597, -4.07770, -2.70280)
C (0.68397, -3.13483, -2.87539)
C (0.16134, -2.44043, -1.79564)
C (-1.02363, -1.52563, -2.00884)
H (-4.16528, 0.69986, -0.42834)
H (-4.44469, 0.42969, 1.27740)
H (-3.07017, -0.34683, 0.47833)
H (-4.32891, 3.13888, 0.15172)
H (-3.03837, 5.16980, 0.69055)
H (-0.79901, 4.97291, 1.71462)
H (0.94078, 3.75356, 2.58655)
H (1.28642, 2.23382, 1.78864)
H (0.49571, 2.22963, 3.34914)
H (-2.81867, 0.90044, 3.43198)
H (-1.91217, -0.13703, 4.55358)
H (-3.17838, -0.84228, 3.54720)
H (-1.52143, -4.07985, 2.39410)
H (0.19884, -4.22516, 2.69496)
H (-0.42179, -4.52881, 1.05598)
H (2.32858, -2.95330, 1.66074)
H (3.50292, -3.96506, 0.82408)
H (2.06859, -4.69371, 1.50961)
H (3.00149, -5.02055, -1.30410)
H (2.05398, -4.64170, -3.55043)
H (0.27878, -2.94235, -3.86291)
H (-1.09538, -1.23392, -3.05509)
H (-0.97172, -0.62771, -1.40797)
H (-1.95098, -2.04530, -1.74576)
N (1.93386, 2.14168, -3.06056)
C (0.58163, 2.31798, -3.35324)
C (-0.06758, 2.84619, -4.46409)
C (-1.44349, 2.88208, -4.40950)
C (-2.14686, 2.41994, -3.28254)
C (-1.49296, 1.88568, -2.19251)
C (-0.10496, 1.82621, -2.24757)
N (0.83524, 1.35048, -1.32398)
C (2.02477, 1.56502, -1.86094)
C (3.22571, 1.19864, -1.13609)
C (4.52607, 1.49411, -1.35253)
S (5.48903, 0.82292, -0.11319)
C (4.10523, 0.18595, 0.63095)
N (2.99646, 0.45741, -0.00239)
H (2.69913, 2.39100, -3.66508)
H (0.47847, 3.21245, -5.32412)
H (-1.99793, 3.28114, -5.24995)
H (-3.22827, 2.49126, -3.27418)
H (-2.02783, 1.54440, -1.31911)
H (4.96350, 2.07158, -2.15496)
H (4.14332, -0.38773, 1.54797)
O (1.68694, -0.71576, 2.53826)
S (1.05046, -1.17946, 3.75187)
O (1.32378, -2.49778, 4.18148)
O (-0.80337, -1.65397, 2.68931)
O (0.51608, -0.20061, 4.62387)

## Properties
total charge = +2
E_tot = -2627.28980 Eh
2S+1 = 1
HOMO energy (alpha / beta) = -0.5149 / -0.5128 Eh
HOMO-LUMO gap (alpha / beta) = 7.4136 / 7.5908 eV

=====

Entry 2:
The following is a DFT calculation (ωB97M-V/def2-TZVPD) of 2 unconnected molecules or ions with the total composition C3H6Cl2N3.

CARTESIAN COORDINATES (ANGSTROEM)
C (-2.61838, 0.52328, -0.00863)
C (2.50805, 0.33698, 0.12889)
C (0.87726, -1.35740, -0.38843)
N (-2.30178, -0.71585, -0.43087)
N (2.86590, 1.56366, 0.41594)
N (1.63438, -0.37337, -0.29539)
Cl (-2.10820, 1.26890, 1.35241)
Cl (0.15527, -2.09986, 1.08643)
H (-3.35792, 0.87714, -0.67837)
H (0.61335, -1.79116, -1.31375)
H (-2.68883, -0.96762, -1.25163)
H (2.42527, 2.43304, 0.16570)
H (3.68884, 1.55770, 1.02495)
H (-1.69321, -1.25545, 0.19274)

## Properties
total charge = +1
E_tot = -1202.18715 Eh
2S+1 = 1
energy relative to the best compared isomer or geometry (same formula, charge and spin) = 3.265 eV
HOMO energy = -0.3975 Eh
HOMO-LUMO gap = 5.2655 eV

=====

Entry 3:
The following is a DFT calculation (ωB97M-V/def2-TZVPD) of a single C6H10 molecule.

CARTESIAN COORDINATES (ANGSTROEM)
C (-2.14252, -1.06984, 1.46174)
C (-0.84369, -1.13773, 1.13493)
C (0.15894, 0.01904, 1.34281)
C (0.85707, 0.52990, 0.12400)
C (0.36898, 0.51762, -1.09586)
C (1.14820, 1.04836, -2.25481)
H (-2.81647, -2.02001, 1.33586)
H (-2.88483, -0.32329, 1.97780)
H (-0.40794, -2.13759, 0.81419)
H (0.97236, -0.71214, 1.90905)
H (-0.09623, 0.93273, 1.91828)
H (1.91934, 0.50714, 0.30804)
H (-0.58034, 0.42547, -1.43286)
H (0.55131, 1.04718, -3.07978)
H (2.09652, 0.38625, -2.38413)
H (1.69930, 1.98691, -2.07925)

## Properties
E_tot = -234.49291 Eh
structure (SMILES) = C=CC/C=C/C
2S+1 = 1
energy relative to the best compared isomer or geometry (same formula, charge and spin) = 2.982 eV
HOMO energy = -0.3329 Eh
HOMO-LUMO gap = 10.2577 eV

=====

Entry 4:
The following is a DFT calculation (ωB97M-V/def2-TZVPD) of a single C2H6S2 molecule.

CARTESIAN COORDINATES (ANGSTROEM)
C (1.65862, -0.27955, -1.00003)
S (-0.14103, -0.58737, -1.02720)
S (-0.89038, -0.07992, 0.80080)
C (0.12685, 1.29920, 1.29338)
H (2.00971, 0.75532, -0.92685)
H (2.15209, -0.86120, -0.22552)
H (1.98974, -0.62194, -1.97737)
H (1.15202, 1.09955, 1.03582)
H (-0.25640, 2.14329, 0.68544)
H (-0.14307, 1.46722, 2.34177)

## Properties
E_tot = -876.15454 Eh
structure (SMILES) = CSSC
2S+1 = 1
energy relative to the best compared isomer or geometry (same formula, charge and spin) = 0.434 eV
HOMO energy = -0.2904 Eh
HOMO-LUMO gap = 8.7463 eV

=====

Entry 5:
The following is a DFT calculation (ωB97M-V/def2-TZVPD) of a molecular structure, C2H10O4.

CARTESIAN COORDINATES (ANGSTROEM)
O (-0.66000, 0.33307, 1.06115)
C (-2.04336, -0.00921, 0.51337)
C (-2.02467, -0.34825, -0.88423)
H (-2.51312, 1.01523, 0.53645)
H (-2.62324, -0.39590, 1.36050)
H (-2.24728, -1.34268, -1.22975)
H (-2.00245, 0.45745, -1.61199)
H (3.58135, -0.59502, 0.91823)
H (1.30419, -0.94996, -0.26014)
O (2.61989, -0.49697, 0.80202)
H (2.15396, 0.58275, 0.33459)
H (0.01807, 0.59484, 0.41322)
O (1.58553, 1.47307, -0.13110)
H (2.04660, 2.20808, 0.26206)
H (-0.11749, -1.11983, -1.00259)
O (0.92203, -1.40666, -1.08180)

## Properties
E_tot = -382.87325 Eh
2S+1 = 1
energy relative to the best compared isomer or geometry (same formula, charge and spin) = 7.681 eV
HOMO energy = -0.3141 Eh
HOMO-LUMO gap = 3.7200 eV

=====

Entry 6:
The following is a DFT calculation (ωB97M-V/def2-TZVPD) of a molecular structure, C41H59B2N8O17Pb.

CARTESIAN COORDINATES (ANGSTROEM)
Pb (-0.20023, 0.42739, 0.28625)
O (2.28566, 2.02996, 4.41835)
C (1.69247, 3.01263, 3.98234)
O (1.40675, 4.16920, 4.52838)
B (0.87702, 5.09247, 3.49069)
O (0.78798, 4.24160, 2.26998)
C (1.21701, 3.05587, 2.53959)
O (1.15331, 2.05402, 1.78099)
O (1.71777, 6.26999, 3.34050)
C (0.96262, 7.34375, 3.71886)
O (1.28533, 8.49748, 3.78479)
C (-0.44401, 6.73532, 4.14087)
O (-0.46984, 5.44892, 3.91667)
O (-1.51872, 7.36131, 4.40038)
O (3.77462, -4.87133, -5.41535)
C (3.44764, -3.70362, -5.01837)
O (2.29923, -3.31020, -4.70808)
B (2.31519, -1.89913, -4.41204)
O (3.69174, -1.47445, -4.72718)
C (4.33058, -2.47804, -5.19239)
O (5.41871, -2.34192, -5.72858)
O (1.93351, -1.40468, -3.08638)
C (0.79724, -0.84399, -3.13406)
O (0.00852, -0.49507, -2.29035)
C (0.54754, -0.57521, -4.63097)
O (1.51436, -1.11903, -5.35310)
O (-0.43345, 0.08089, -5.10318)
C (-1.48256, 0.40232, 3.85862)
O (-1.50230, 0.11129, 2.47229)
H (-2.44127, 0.78433, 4.20940)
H (-1.17678, -0.37176, 4.56247)
H (-0.67385, 1.07196, 4.15132)
C (2.33448, -4.08592, -0.20557)
C (3.16395, -5.30601, -0.46537)
C (4.54600, -5.33234, 0.23235)
C (4.50224, -5.31287, 1.67954)
N (4.47056, -5.24952, 2.85566)
H (2.92069, -3.20494, -0.46695)
H (1.81718, -4.11774, 0.75333)
H (1.56208, -3.98388, -0.96786)
H (3.36549, -5.25249, -1.53524)
H (2.63983, -6.21218, -0.16166)
H (5.11718, -4.47136, -0.11486)
H (5.06890, -6.24406, -0.05653)
C (1.91614, -2.26502, 6.65077)
C (2.09122, -1.37504, 5.38612)
C (2.46586, -2.20730, 4.11158)
C (1.97549, -1.55385, 2.84555)
N (1.66873, -1.12409, 1.81442)
H (2.85948, -2.70627, 6.97250)
H (1.26872, -3.13956, 6.58653)
H (1.57844, -1.64252, 7.47935)
H (2.59368, -0.40785, 5.39945)
H (1.06487, -1.01593, 5.31026)
H (1.87477, -3.12098, 4.17408)
H (3.52129, -2.45861, 4.00667)
C (-4.87924, 4.66044, 3.00486)
C (-3.44089, 4.17683, 2.74634)
C (-3.28415, 3.04976, 1.72130)
C (-3.69259, 3.57399, 0.41678)
N (-3.94434, 3.93545, -0.64374)
H (-5.48325, 3.83546, 3.38260)
H (-5.39967, 4.90324, 2.07841)
H (-4.94782, 5.56945, 3.60243)
H (-3.10166, 3.76904, 3.69857)
H (-2.81476, 5.04362, 2.53479)
H (-3.66684, 2.04478, 1.89925)
H (-2.23844, 2.80886, 1.53011)
C (-4.70550, 2.35189, -3.97339)
C (-3.32069, 1.72658, -3.97008)
C (-3.25744, 0.34853, -3.35771)
C (-3.07852, 0.44942, -1.84780)
N (-2.89943, 0.43042, -0.68165)
H (-4.81345, 3.20071, -4.64864)
H (-4.86984, 2.77065, -2.98055)
H (-5.36706, 1.57130, -4.34905)
H (-2.58953, 2.42329, -3.56008)
H (-3.08419, 1.59316, -5.02572)
H (-2.35788, -0.11997, -3.75695)
H (-4.13244, -0.27104, -3.55419)
C (-1.04684, 7.57503, -0.28299)
C (-1.17728, 6.09720, 0.03605)
C (0.03260, 5.30341, -0.50069)
C (-0.34605, 3.86292, -0.64579)
N (-0.61521, 2.76543, -0.77736)
H (-1.68149, 8.14942, 0.39185)
H (-1.29725, 7.88537, -1.29742)
H (-0.02111, 7.93668, -0.21098)
H (-2.04334, 5.65085, -0.45262)
H (-1.47357, 5.92213, 1.07030)
H (0.87175, 5.20794, 0.18837)
H (0.33747, 5.75530, -1.44459)
C (-3.25130, -4.60381, -4.33653)
C (-2.37379, -3.63835, -3.61574)
C (-1.11297, -4.27297, -3.10236)
C (-1.30175, -5.38336, -2.19612)
N (-1.43409, -6.21658, -1.39495)
H (-3.99899, -3.94054, -4.77143)
H (-3.70949, -5.21553, -3.55937)
H (-2.76559, -5.19550, -5.11246)
H (-2.97196, -3.13798, -2.85421)
H (-2.00758, -2.79967, -4.20787)
H (-0.54933, -3.46909, -2.62887)
H (-0.54241, -4.66187, -3.94576)
C (6.94130, -1.04607, -1.67596)
C (5.72220, -0.21662, -1.10106)
C (4.36907, -0.69149, -1.50499)
C (3.30950, 0.19777, -0.91749)
N (2.47452, 0.84954, -0.45905)
H (6.83617, -2.11450, -1.48752)
H (7.85132, -0.73370, -1.16371)
H (6.96417, -0.95055, -2.76152)
H (5.82939, 0.73621, -1.61945)
H (5.82263, -0.06784, -0.02594)
H (4.24390, -1.72811, -1.19219)
H (4.36604, -0.64418, -2.59396)
C (-4.17374, -3.80266, -0.22489)
C (-3.86161, -3.11782, 1.08058)
C (-2.46420, -3.02882, 1.61911)
C (-1.42343, -2.59122, 0.66965)
N (-0.55803, -2.20845, 0.00608)
H (-3.77568, -4.81735, -0.21768)
H (-3.73595, -3.18804, -1.01146)
H (-5.22065, -3.80113, -0.52831)
H (-4.53652, -3.41850, 1.88194)
H (-4.11697, -2.07189, 0.91053)
H (-2.03562, -4.01207, 1.81312)
H (-2.48728, -2.46652, 2.55259)

## Properties
total charge = -1
E_tot = -3557.80436 Eh
2S+1 = 1
HOMO energy = -0.2138 Eh
HOMO-LUMO gap = 7.6047 eV